Molecular formula: C47H102BF4N5O6
Method: DFT, ωB97M-V/def2-TZVPD

Each line ends with the Mulliken charge.
Element x y z (Å)
C 1.859 0.892 3.579  -1.71
C 2.813 0.286 2.501  1.21
C 3.753 -0.797 3.103  -1.40
N 4.707 -1.385 2.063  0.23
C 3.994 -2.144 0.898  -0.35
C 3.288 -3.455 1.297  0.37
C 4.294 -4.329 2.018  -0.99
C 4.963 -3.595 3.145  -0.89
C 5.708 -2.276 2.738  -0.55
C 5.549 -0.219 1.465  -0.53
H 1.182 0.258 4.151  0.29
H 1.366 1.709 3.052  1.61
H 2.539 1.378 4.278  0.52
H 3.339 1.051 1.928  1.26
H 2.377 -0.162 1.608  -0.41
H 3.157 -1.666 3.380  -0.05
H 4.383 -0.396 3.897  0.64
H 3.346 -1.408 0.423  0.02
H 4.711 -2.371 0.109  0.54
H 2.452 -3.231 1.961  -0.95
H 2.835 -3.859 0.392  0.95
H 3.694 -5.151 2.409  0.39
H 5.070 -4.743 1.374  0.36
H 4.542 -3.479 4.144  0.30
H 5.709 -4.356 3.374  0.56
H 6.251 -1.609 3.407  0.55
H 6.334 -2.491 1.872  0.47
H 4.908 0.450 0.891  0.18
H 6.324 -0.579 0.789  0.41
H 6.029 0.191 2.353  0.48
C -1.887 -3.126 -6.917  -1.35
C -1.066 -1.964 -6.288  -0.56
C -1.031 -2.154 -4.722  -1.02
N -0.253 -1.120 -3.984  1.06
C -0.713 0.261 -4.398  -1.37
C -0.386 1.382 -3.281  0.77
C -0.802 1.019 -1.916  0.68
C -0.207 -0.348 -1.515  2.15
C -0.557 -1.451 -2.487  -2.20
C 1.210 -1.237 -4.243  -0.69
H -1.524 -3.326 -7.925  0.38
H -2.852 -2.699 -7.188  0.35
H -2.074 -4.034 -6.343  0.33
H -1.548 -1.020 -6.542  0.33
H -0.076 -1.813 -6.718  0.53
H -0.631 -3.072 -4.291  0.84
H -2.070 -2.203 -4.394  0.23
H -1.793 0.240 -4.545  0.33
H -0.243 0.438 -5.366  0.61
H -0.927 2.296 -3.527  -1.41
H 0.634 1.714 -3.477  0.45
H -1.862 1.016 -1.662  0.22
H -0.402 1.755 -1.218  -0.78
H -0.512 -0.772 -0.558  -1.18
H 0.876 -0.345 -1.392  0.55
H -1.646 -1.482 -2.446  -0.53
H -0.249 -2.457 -2.202  1.06
H 1.364 -1.080 -5.311  0.48
H 1.608 -2.142 -3.784  0.14
H 1.606 -0.375 -3.706  0.20
C -0.844 4.486 -4.414  -1.02
C 0.067 4.659 -3.059  -0.88
C 0.656 3.337 -2.539  -0.22
N 1.778 3.538 -1.442  0.66
C 1.105 4.226 -0.210  -0.55
C 1.972 4.299 1.053  -2.16
C 2.486 2.926 1.504  -0.45
C 3.048 2.042 0.332  0.26
C 2.215 2.110 -0.983  -0.80
C 3.047 4.409 -1.924  -0.94
H -0.181 4.393 -5.274  0.40
H -1.675 5.171 -4.586  0.38
H -1.396 3.555 -4.290  0.25
H -0.427 5.098 -2.192  0.35
H 0.868 5.370 -3.260  0.53
H 1.106 2.738 -3.331  1.37
H -0.203 2.817 -2.116  -1.95
H 0.241 3.575 -0.077  -0.54
H 0.777 5.248 -0.398  0.88
H 1.406 4.748 1.869  0.93
H 2.717 5.089 0.959  0.39
H 1.629 2.438 1.968  -1.54
H 3.043 3.035 2.435  0.87
H 3.201 1.033 0.714  -1.48
H 3.962 2.542 0.011  0.70
H 1.311 1.504 -0.923  -0.11
H 2.799 1.721 -1.818  1.02
H 3.058 4.339 -3.012  0.42
H 3.888 3.849 -1.515  0.34
H 2.956 5.414 -1.513  0.34
C -2.893 -2.383 -1.667  -1.23
C -2.969 -3.117 -0.242  -1.33
C -1.546 -2.896 0.439  -0.26
N -1.495 -3.102 2.020  0.60
C -2.396 -2.062 2.741  0.23
C -2.039 -2.024 4.303  -1.17
C -0.609 -2.185 4.720  0.14
C 0.155 -3.240 3.935  -0.63
C -0.029 -2.998 2.423  -0.68
C -2.059 -4.560 2.294  -1.10
H -3.840 -2.602 -2.161  0.39
H -2.152 -2.935 -2.246  0.50
H -2.588 -1.338 -1.624  1.25
H -3.255 -4.145 -0.463  0.58
H -3.785 -2.726 0.367  0.38
H -1.079 -1.930 0.250  0.46
H -0.942 -3.631 -0.093  1.52
H -2.137 -1.127 2.244  -0.39
H -3.419 -2.101 2.368  1.15
H -2.385 -1.116 4.796  0.47
H -2.652 -2.761 4.823  0.43
H -0.032 -1.308 4.427  -0.58
H -0.651 -2.279 5.805  0.55
H 1.195 -3.047 4.198  0.27
H -0.062 -4.250 4.281  0.54
H 0.180 -2.018 1.995  -0.18
H 0.570 -3.744 1.900  0.70
H -2.300 -4.831 3.322  0.35
H -1.422 -5.298 1.806  0.36
H -3.080 -4.497 1.918  0.42
C -1.876 4.399 -1.421  -0.45
C -2.547 3.594 -0.307  -1.03
C -2.436 2.049 -0.549  -0.84
N -3.211 1.122 0.492  1.23
C -2.539 1.126 1.880  -0.72
C -3.387 0.312 2.926  0.30
C -4.830 0.908 2.989  -1.50
C -5.597 0.936 1.638  -0.73
C -4.684 1.610 0.614  -1.05
C -3.244 -0.285 -0.073  -0.71
H -1.831 3.885 -2.381  0.54
H -0.918 4.704 -1.000  -0.50
H -2.465 5.313 -1.502  0.38
H -3.583 3.922 -0.218  1.20
H -2.051 3.801 0.641  -0.16
H -1.456 1.605 -0.373  -0.52
H -2.768 1.733 -1.538  0.68
H -2.555 2.187 2.128  0.80
H -1.547 0.675 1.918  0.70
H -2.930 0.477 3.902  0.51
H -3.268 -0.765 2.812  -1.94
H -4.730 1.909 3.408  0.48
H -5.470 0.353 3.675  0.46
H -6.552 1.459 1.574  0.52
H -5.691 -0.075 1.243  0.25
H -4.640 2.628 1.003  0.43
H -5.143 1.685 -0.372  0.35
H -2.229 -0.545 -0.374  -1.77
H -3.892 -0.153 -0.940  1.08
H -3.868 -0.889 0.586  0.12
B 1.422 -3.147 -0.959  -1.05
F 2.581 -2.811 -1.494  -0.18
F 0.544 -3.540 -1.935  -0.24
F 1.537 -4.169 -0.075  -0.18
F 0.781 -2.059 -0.370  0.07
O -0.712 2.474 2.847  -0.52
C -1.074 3.741 2.632  -0.14
O -2.053 4.294 3.166  -0.74
O -0.493 4.503 1.886  -0.60
H -0.193 2.137 2.112  0.07
O 1.121 0.199 0.003  0.53
C 0.022 0.457 0.694  -0.58
O -0.177 1.624 0.934  0.99
O -0.733 -0.519 0.910  0.07
H 1.007 -0.739 0.169  1.18

Values from the calculation:
- HOMO level: -10.0 eV
- DFT total energy: -81641.25262 eV
- LUMO: -3.90 eV
- Frontier orbital gap: 6.072 eV
- Charge: +2

---

Molecular formula: C47H102F3N5O9S
Method: DFT, ωB97M-V/def2-TZVPD

Each line ends with the Mulliken charge.
Element x y z (Å)
C -0.946 4.228 3.736  -0.94
O -1.778 3.716 2.779  0.14
C -2.566 2.591 3.045  -0.95
C -3.200 2.168 1.678  0.74
N -4.634 2.800 1.391  0.79
H -5.024 2.405 0.548  0.45
H -5.254 2.450 2.108  0.23
C -4.494 4.378 1.324  0.39
C -5.852 5.048 1.335  -1.28
O -6.589 4.680 2.483  -0.30
C -7.515 5.651 3.047  -0.87
H -0.714 5.213 3.331  0.30
H -0.093 3.587 3.955  0.28
H -1.476 4.349 4.681  0.33
H -3.332 2.759 3.802  0.42
H -1.901 1.764 3.296  0.57
H -3.239 1.079 1.646  -1.14
H -2.430 2.474 0.969  -0.71
H -3.933 4.457 0.393  -0.09
H -3.926 4.782 2.162  0.16
H -6.438 4.675 0.495  0.49
H -5.844 6.113 1.103  0.39
H -7.175 6.679 3.169  0.34
H -7.982 5.240 3.942  0.25
H -8.316 5.839 2.331  0.34
C 0.891 -5.105 0.265  -1.25
C 1.129 -4.858 1.784  -0.47
C 2.068 -3.587 1.969  0.07
N 2.422 -3.317 3.492  0.21
C 2.960 -1.857 3.577  -0.74
C 4.345 -1.715 2.889  0.01
C 5.421 -2.778 3.385  -1.21
C 4.859 -4.206 3.388  -0.47
C 3.509 -4.240 4.146  -0.76
C 1.186 -3.426 4.459  -0.96
H 1.806 -5.127 -0.327  0.57
H 0.278 -4.342 -0.214  0.01
H 0.343 -6.035 0.117  0.46
H 1.666 -5.757 2.090  0.53
H 0.208 -4.866 2.367  0.14
H 1.595 -2.668 1.624  -0.06
H 2.957 -3.762 1.363  0.16
H 2.123 -1.178 3.416  0.58
H 3.158 -1.704 4.638  0.41
H 4.248 -1.921 1.823  -0.33
H 4.620 -0.660 2.895  0.75
H 6.301 -2.734 2.744  0.46
H 5.778 -2.545 4.388  0.40
H 4.757 -4.504 2.345  0.17
H 5.616 -4.828 3.865  0.44
H 2.968 -5.175 4.000  0.55
H 3.610 -3.947 5.191  0.46
H 1.333 -2.991 5.447  0.40
H 0.964 -4.484 4.598  0.40
H 0.447 -2.870 3.882  0.25
C 0.470 -4.938 -3.897  -1.45
C 1.673 -4.202 -3.402  0.12
C 1.419 -2.702 -3.469  -0.31
N 2.594 -1.747 -3.042  0.67
C 2.387 -0.290 -3.606  -0.48
C 2.574 -0.150 -5.145  -0.89
C 3.903 -0.794 -5.613  -0.74
C 4.078 -2.226 -5.109  -0.74
C 3.961 -2.321 -3.574  -0.73
C 2.639 -1.731 -1.480  -1.22
H 0.639 -6.014 -3.869  0.41
H 0.280 -4.672 -4.937  0.44
H -0.393 -4.620 -3.312  0.22
H 2.458 -4.479 -4.106  0.33
H 1.903 -4.445 -2.365  -0.17
H 0.750 -2.360 -2.679  0.03
H 1.023 -2.320 -4.410  0.50
H 1.398 -0.020 -3.236  0.28
H 3.069 0.323 -3.017  0.41
H 1.766 -0.665 -5.666  0.38
H 2.489 0.896 -5.442  0.40
H 3.875 -0.846 -6.701  0.45
H 4.733 -0.169 -5.282  0.34
H 3.432 -2.899 -5.673  0.24
H 5.101 -2.573 -5.260  0.47
H 4.094 -3.346 -3.228  0.46
H 4.743 -1.727 -3.102  0.53
H 1.798 -1.218 -1.014  0.52
H 3.572 -1.222 -1.237  0.04
H 2.866 -2.757 -1.193  0.45
C -3.594 6.081 -4.952  -1.37
C -3.115 4.937 -4.018  -0.64
C -1.638 4.738 -3.789  -0.50
N -1.202 3.586 -2.859  0.57
C 0.351 3.323 -2.973  -0.18
C 1.184 4.432 -2.393  -1.18
C 0.785 4.870 -0.956  0.05
C -0.673 5.042 -0.718  -0.77
C -1.416 3.837 -1.346  0.63
C -1.944 2.314 -3.313  -1.17
H -4.673 6.020 -5.096  0.39
H -3.176 5.850 -5.932  0.33
H -3.320 7.032 -4.496  0.36
H -3.460 4.022 -4.498  0.30
H -3.656 4.926 -3.071  0.22
H -1.244 5.612 -3.271  0.45
H -1.070 4.728 -4.719  0.50
H 0.594 3.210 -4.030  0.55
H 0.531 2.367 -2.481  -0.08
H 1.032 5.227 -3.123  0.38
H 2.264 4.325 -2.286  0.58
H 1.368 5.689 -0.535  0.56
H 1.076 3.963 -0.428  -0.30
H -1.091 5.995 -1.040  0.48
H -0.725 5.078 0.370  0.20
H -2.498 3.963 -1.398  0.16
H -1.241 2.866 -0.882  -0.77
H -2.961 2.577 -3.022  0.55
H -1.521 1.504 -2.719  0.13
H -1.919 2.147 -4.390  0.38
C -3.720 -6.990 2.813  -1.37
C -3.948 -5.436 2.612  -0.28
C -2.978 -4.779 1.603  -0.16
N -3.215 -3.240 1.253  0.78
C -2.246 -2.859 0.147  -0.35
C -2.502 -1.452 -0.452  1.38
C -3.893 -1.291 -0.969  -1.27
C -4.850 -1.572 0.215  -0.98
C -4.664 -3.013 0.790  -0.70
C -2.912 -2.462 2.515  -0.33
H -4.483 -7.376 3.489  0.38
H -2.681 -7.217 3.050  0.33
H -3.834 -7.548 1.884  0.37
H -3.827 -4.950 3.580  0.29
H -4.928 -5.251 2.171  0.30
H -2.937 -5.410 0.715  0.43
H -1.954 -4.743 1.974  -0.26
H -2.174 -3.626 -0.623  0.36
H -1.266 -2.968 0.613  -0.27
H -1.728 -1.295 -1.204  0.00
H -2.279 -0.644 0.244  -0.87
H -4.058 -2.002 -1.779  0.34
H -4.163 -0.302 -1.340  0.79
H -5.846 -1.391 -0.189  0.27
H -4.801 -0.920 1.087  0.04
H -4.802 -3.624 -0.102  0.34
H -5.297 -3.243 1.647  0.69
H -2.087 -2.841 3.118  0.17
H -3.781 -2.549 3.167  0.49
H -2.906 -1.389 2.324  -0.18
C 3.816 3.774 2.375  0.07
C 4.733 4.773 3.123  0.31
O 4.315 5.142 4.205  -0.73
O 5.813 5.107 2.591  -0.73
H 3.028 4.253 1.794  -0.09
H 3.430 2.949 2.973  0.10
H 4.368 3.341 1.541  0.05
C 1.447 1.618 1.469  0.02
C 0.387 0.543 1.132  0.27
O 0.132 -0.316 2.015  -0.85
O -0.133 0.609 -0.002  -0.35
H 2.099 1.801 0.615  0.02
H 2.097 1.191 2.232  0.05
H 0.934 2.535 1.758  -0.14
C 5.767 1.053 -0.343  0.41
F 4.696 1.775 -0.499  -0.11
F 6.378 1.409 0.873  -0.23
F 5.460 -0.278 -0.222  -0.26
S 6.976 1.281 -1.734  1.09
O 6.389 0.646 -2.954  -0.59
O 7.207 2.716 -1.870  -0.65
O 8.158 0.496 -1.345  -0.69

Values from the calculation:
- HOMO level (spin up / spin down): -5.7 / -6.3 eV
- DFT total energy: -95241.16695 eV
- Multiplicity: 2
- <S²>: 0.751
- LUMO (spin up / spin down): -2.70 / -2.72 eV
- Frontier orbital gap (spin up / spin down): 2.960 / 3.597 eV
- Charge: +1